{"formula": "C3H5NO", "method": "the ωB97M-V functional and the def2-TZVPD basis", "symbols": ["C", "C", "C", "N", "O", "H", "H", "H", "H", "H"], "coordinates": [[-2.22, -0.46, -2.26], [0.07, -1.88, -1.14], [2.28, 1.89, 3.23], [-0.91, -1.25, -1.60], [2.33, 3.01, 3.64], [-3.06, -0.76, -1.66], [-1.93, 0.57, -2.33], [0.73, -2.63, -1.51], [1.52, 1.17, 3.55], [3.01, 1.50, 2.49]], "lowdin_charge": [0.12, -0.06, -0.16, -0.08, 0.00, 0.02, 0.02, -0.02, 0.08, 0.08], "s_squared": 2.01, "de_lowest_kcal_mol": 72.0, "e_homo_ev": [-6.33, -10.17], "total_charge": 0, "spin_multiplicity": 3, "lumo_energy_ev": [0.8077, -1.4728]}

{"formula": "C2H5NO2", "method": "the ωB97M-V functional and the def2-TZVPD basis", "symbols": ["O", "C", "H", "H", "C", "N", "O", "H", "H", "H"], "coordinates": [[-1.65, -0.82, -0.66], [-1.60, -1.72, -1.44], [-1.63, -1.54, -2.53], [-1.39, -2.76, -1.12], [1.29, 1.08, 1.00], [-0.01, 1.01, 0.58], [2.18, 0.38, 0.57], [1.56, 1.84, 1.74], [-0.51, 1.79, 0.99], [-0.11, 0.61, -0.33]], "lowdin_charge": [-0.02, -0.12, 0.08, 0.09, -0.41, 0.11, 0.00, 0.12, 0.09, 0.07], "de_lowest_kcal_mol": 36.2, "smiles": "NC=O.C=O", "e_homo_ev": -9.74, "total_charge": 0, "lumo_energy_ev": 0.5613}

{"formula": "C24H21ClFN3O2", "method": "the ωB97M-V functional and the def2-TZVPD basis", "symbols": ["O", "C", "N", "C", "C", "C", "C", "C", "C", "N", "C", "C", "N", "C", "O", "C", "C", "C", "C", "C", "C", "H", "H", "Cl", "H", "H", "C", "H", "C", "H", "H", "H", "H", "H", "H", "H", "H", "H", "H", "H", "H", "C", "C", "C", "C", "C", "C", "H", "H", "H", "F", "H"], "coordinates": [[-1.88, -3.42, 3.60], [-1.59, -2.28, 3.30], [-1.40, -1.84, 2.02], [-1.54, -2.53, 0.82], [-2.12, -3.79, 0.72], [-2.27, -4.38, -0.53], [-1.86, -3.72, -1.67], [-1.27, -2.47, -1.57], [-1.10, -1.87, -0.34], [-0.49, -0.59, -0.15], [0.95, -0.69, 0.11], [1.58, 0.69, 0.05], [1.47, 1.22, -1.30], [2.38, 2.15, -1.70], [3.25, 2.56, -0.96], [2.25, 2.62, -3.11], [2.43, 1.76, -4.18], [2.39, 2.23, -5.48], [2.15, 3.58, -5.71], [1.98, 4.46, -4.65], [2.04, 3.98, -3.35], [1.93, 4.65, -2.52], [1.81, 5.51, -4.84], [2.08, 4.17, -7.33], [2.54, 1.56, -6.32], [2.63, 0.71, -4.00], [0.34, 0.77, -2.07], [0.04, 1.54, -2.78], [-0.82, 0.44, -1.12], [-1.70, 0.15, -1.69], [-1.07, 1.36, -0.57], [0.61, -0.13, -2.65], [1.08, 1.36, 0.77], [2.63, 0.65, 0.32], [1.44, -1.34, -0.62], [1.10, -1.13, 1.10], [-0.94, -1.96, -2.47], [-1.98, -4.18, -2.64], [-2.72, -5.36, -0.60], [-2.44, -4.30, 1.61], [-1.10, -0.89, 1.87], [-1.38, -1.22, 4.33], [-1.62, 0.13, 4.09], [-1.41, 1.03, 5.12], [-0.98, 0.64, 6.37], [-0.76, -0.70, 6.60], [-0.97, -1.63, 5.60], [-0.81, -2.68, 5.77], [-0.43, -1.03, 7.58], [-0.83, 1.38, 7.14], [-1.65, 2.34, 4.88], [-1.99, 0.49, 3.14]], "lowdin_charge": [0.08, -0.41, 0.14, -0.15, 0.00, -0.08, -0.09, -0.03, -0.19, -0.12, -0.14, -0.11, -0.04, -0.43, 0.08, -0.15, -0.03, -0.09, -0.67, -0.09, -0.01, 0.12, 0.11, 0.68, 0.11, 0.12, -0.13, 0.13, -0.14, 0.13, 0.13, 0.12, 0.14, 0.13, 0.14, 0.13, 0.11, 0.10, 0.10, 0.10, 0.11, -0.13, 0.04, -0.27, 0.00, -0.06, -0.02, 0.12, 0.11, 0.12, 0.06, 0.13], "smiles": "O=C(Nc1ccccc1N1CCN(C(=O)c2ccc(Cl)cc2)CC1)c1cccc(F)c1", "e_homo_ev": -8.53, "total_charge": 0, "lumo_energy_ev": 0.3629}

{"formula": "C9H22N5", "method": "the ωB97M-V functional and the def2-TZVPD basis", "symbols": ["C", "C", "C", "C", "C", "C", "C", "C", "C", "N", "N", "N", "N", "N", "H", "H", "H", "H", "H", "H", "H", "H", "H", "H", "H", "H", "H", "H", "H", "H", "H", "H", "H", "H", "H", "H"], "coordinates": [[-4.84, -0.12, -1.05], [4.64, 1.39, 0.92], [2.33, 2.14, 0.43], [1.58, -2.12, -0.67], [4.05, -2.01, -1.19], [-6.30, -2.34, 1.39], [-3.65, 3.06, 0.22], [3.44, 1.12, 0.03], [2.75, -1.19, -0.89], [-5.28, -1.03, -0.23], [-4.56, 1.11, -0.74], [-5.96, -1.10, 0.80], [-3.96, 1.70, 0.17], [2.86, -0.25, 0.16], [-4.80, -0.42, -2.20], [4.27, 1.25, 1.97], [5.52, 0.79, 0.81], [4.83, 2.41, 0.96], [1.92, 2.10, 1.38], [1.66, 1.89, -0.38], [2.67, 3.07, 0.19], [1.72, -2.59, 0.29], [0.67, -1.65, -0.44], [1.51, -2.86, -1.39], [4.94, -1.47, -1.09], [4.12, -2.29, -2.15], [4.12, -2.92, -0.69], [-7.42, -2.49, 1.34], [-5.86, -3.17, 0.74], [-6.00, -2.28, 2.50], [-2.71, 3.32, -0.42], [-4.40, 3.81, -0.09], [-3.14, 3.19, 1.29], [3.42, 1.36, -1.06], [2.57, -0.74, -1.91], [3.30, -0.68, 1.00]], "lowdin_charge": [-0.13, -0.06, -0.07, -0.07, -0.04, -0.07, -0.08, -0.41, -0.45, 0.09, 0.12, 0.05, 0.06, -0.03, 0.20, 0.10, 0.07, 0.05, 0.06, 0.07, 0.04, 0.08, 0.05, 0.06, 0.06, 0.03, 0.06, 0.12, 0.11, 0.13, 0.15, 0.10, 0.14, 0.14, 0.15, 0.14], "de_lowest_kcal_mol": 141.8, "e_homo_ev": -10.04, "total_charge": 1, "lumo_energy_ev": -6.6187}

{"formula": "C31H16BrCl6F4OsP", "method": "the ωB97M-V functional and the def2-TZVPD basis", "symbols": ["Os", "Cl", "C", "C", "C", "Cl", "C", "Cl", "C", "Cl", "C", "Cl", "F", "C", "C", "F", "C", "F", "C", "P", "C", "C", "C", "C", "C", "C", "C", "C", "C", "C", "C", "C", "C", "Br", "C", "F", "H", "H", "H", "H", "H", "H", "H", "H", "H", "H", "Cl", "C", "C", "C", "C", "C", "C", "C", "H", "H", "H", "H", "H", "H"], "coordinates": [[0.31, -0.13, 1.40], [0.41, -0.59, 3.93], [-0.35, -2.01, 3.23], [-0.54, -1.91, 1.84], [-1.23, -3.00, 1.26], [-1.60, -3.04, -0.41], [-1.61, -4.11, 2.03], [-2.39, -5.44, 1.30], [-1.35, -4.14, 3.42], [-1.82, -5.48, 4.34], [-0.72, -3.06, 4.04], [-0.41, -3.03, 5.72], [-6.06, 0.12, -1.19], [-4.75, 0.06, -1.14], [-4.02, -0.39, -2.24], [-4.64, -0.76, -3.33], [-2.63, -0.44, -2.18], [-2.00, -0.88, -3.26], [-1.93, -0.08, -1.04], [-0.11, -0.06, -0.88], [0.27, 1.53, -1.69], [1.51, 1.74, -2.31], [1.80, 2.98, -2.88], [0.87, 4.00, -2.84], [-0.36, 3.80, -2.23], [-0.66, 2.57, -1.67], [0.79, -1.31, -1.80], [0.90, -1.29, -3.19], [1.67, -2.25, -3.83], [2.35, -3.21, -3.10], [2.27, -3.22, -1.72], [1.49, -2.28, -1.07], [-2.70, 0.37, 0.03], [-1.84, 1.03, 1.60], [-4.07, 0.45, 0.00], [-4.75, 0.91, 1.05], [2.24, 0.95, -2.36], [2.76, 3.13, -3.36], [1.10, 4.96, -3.29], [-1.10, 4.59, -2.22], [-1.64, 2.42, -1.23], [0.40, -0.54, -3.78], [1.75, -2.23, -4.91], [2.96, -3.95, -3.61], [2.80, -3.97, -1.14], [1.42, -2.31, 0.01], [0.79, 4.34, 5.04], [1.26, 3.26, 3.80], [2.23, 2.27, 4.09], [2.61, 1.39, 3.13], [2.05, 1.48, 1.82], [2.27, 0.52, 0.77], [1.12, 2.51, 1.53], [0.71, 3.39, 2.54], [2.67, 2.24, 5.08], [3.35, 0.63, 3.34], [2.98, -0.29, 0.93], [2.31, 0.89, -0.25], [0.84, 2.70, 0.51], [0.02, 4.19, 2.33]], "lowdin_charge": [0.89, 0.78, -0.64, -0.38, -0.64, 0.85, -0.69, 0.77, -0.67, 0.81, -0.71, 0.78, 0.19, -0.11, -0.11, 0.19, -0.22, 0.14, -0.36, 0.96, -0.35, -0.10, -0.04, -0.04, -0.04, -0.09, -0.38, -0.08, -0.03, -0.03, -0.05, -0.14, -0.51, 1.07, -0.24, 0.12, 0.11, 0.12, 0.12, 0.12, 0.10, 0.11, 0.12, 0.12, 0.12, 0.07, 0.80, -0.64, -0.08, -0.07, -0.39, -0.13, -0.09, -0.09, 0.13, 0.13, 0.11, 0.05, 0.10, 0.12], "de_lowest_kcal_mol": 10.2, "e_homo_ev": [-14.48, -14.48], "total_charge": 2, "lumo_energy_ev": [-8.5836, -8.5843]}